26
Properties=species:S:1:pos:R:3 method="wB97M-V/def2-TZVPD" de_lowest_kj_mol=92.5 s2=2.03 multiplicity=3
C 1.66944 -2.78970 0.19485
C 2.91018 -2.17306 0.03105
C 0.52770 -2.06225 0.08555
C 2.91377 -0.80364 -0.26002
C 0.50036 -0.69793 -0.12343
C 1.75422 -0.08397 -0.27793
C -2.98225 0.57057 -0.08857
C -2.12068 1.81027 -0.03251
C -1.95139 -0.60367 0.10955
C -0.65714 1.45646 -0.42522
N 0.41914 2.13750 0.44470
N -0.66936 -0.01063 -0.29257
O 2.99314 2.11711 0.65306
S 1.93830 1.79361 -0.33827
H 1.46023 -3.88753 0.41513
H 3.94027 -2.51223 0.10810
H -0.27121 -2.72203 0.28901
H 3.72546 -0.15231 -0.31871
H -3.76939 0.37235 0.67250
H -3.62831 0.67508 -1.02657
H -2.38758 2.71404 -0.53657
H -1.84361 2.30134 0.99665
H -1.75692 -1.06766 1.15223
H -2.33089 -1.35673 -0.48789
H -0.51925 1.87305 -1.39274
H 0.13578 3.10195 0.44861

78
Properties=species:S:1:pos:R:3 method="wB97M-V/def2-TZVPD" total_charge=+1 e_tot_ha=-1766.7854
N 6.30521 1.56152 3.53010
C 5.13447 1.63525 3.47716
C 3.70227 1.55565 3.23499
C 2.91655 0.64087 3.94657
C 1.55469 0.51240 3.63135
C 1.07886 1.09146 2.44923
C -0.08925 0.54639 1.56433
C -1.10722 -0.15231 2.54955
N -2.36107 0.29479 2.72547
C -2.71309 1.72151 2.59739
C -4.21343 1.81104 2.92501
C -4.77070 0.36980 2.75250
C -3.55437 -0.56156 2.73627
C -0.73831 -1.41438 3.10941
C 0.37733 -2.13707 2.62779
C 0.60258 -3.46639 2.97202
C -0.18420 -4.09846 3.94076
C -1.17929 -3.33744 4.57606
C -1.42464 -2.01338 4.20165
C 1.74241 2.23140 1.99313
C 3.08060 2.42924 2.32273
H 3.37919 0.03345 4.73336
H 0.90423 -0.08485 4.26419
H -0.63803 1.41841 1.17372
H -2.07854 2.32016 3.27240
H -2.55928 2.06194 1.55636
H -4.35748 2.13774 3.96972
H -4.72031 2.54850 2.27263
H -5.48021 0.12181 3.56458
H -5.33207 0.28513 1.80771
H -3.60262 -1.25111 1.88456
H -3.57781 -1.18962 3.61939
H 1.12597 -1.61062 2.04868
H 1.41589 -4.03095 2.51297
H -0.03915 -5.15811 4.20002
H -1.77649 -3.78783 5.37965
H -2.14088 -1.43225 4.78718
H 1.23753 2.89724 1.28846
H 3.66602 3.20564 1.81910
C 3.82737 4.71410 -2.85258
O 4.22443 3.58327 -2.07026
C 3.25467 2.70617 -1.67628
C 3.70731 1.53436 -1.03348
C 2.77624 0.60567 -0.56756
C 1.38624 0.81605 -0.69195
C 0.37902 -0.03953 0.15338
C -0.61564 -0.65689 -0.92009
C -1.48566 -1.60696 -0.38978
C -2.44862 -2.28922 -1.13204
C -2.52027 -2.12710 -2.52134
O -3.48274 -2.88836 -3.15602
C -3.41087 -3.23534 -4.50388
C -3.42286 -4.60399 -4.80527
C -3.30124 -5.00891 -6.13590
C -3.22862 -4.06255 -7.16634
C -3.28507 -2.70122 -6.85170
C -3.39396 -2.27904 -5.51822
C -1.60567 -1.27053 -3.13565
C -0.65264 -0.55626 -2.34679
C 0.99103 1.86539 -1.51510
C 1.88837 2.82343 -1.97560
H 4.75282 5.27660 -2.95713
H 3.46418 4.37043 -3.82721
H 3.05622 5.31460 -2.34375
H 4.79505 1.46625 -0.85820
H 3.17877 -0.24524 -0.01433
H 0.96858 -0.97988 0.41800
H -1.34967 -1.84604 0.66237
H -3.15982 -2.93205 -0.61733
H -3.48744 -5.33661 -3.99786
H -3.25599 -6.07779 -6.36918
H -3.12094 -4.39487 -8.20164
H -3.22219 -1.95120 -7.64493
H -3.41444 -1.22234 -5.25954
H -1.62935 -1.17506 -4.22529
H 0.08572 0.03527 -2.90017
H -0.04554 1.97218 -1.77029
H 1.53983 3.65560 -2.57421

138
Properties=species:S:1:pos:R:3 method="wB97M-V/def2-TZVPD" total_charge=+2 e_tot_ha=-2941.7451
In -2.03477 1.43985 3.74421
C 0.49747 -0.21048 -0.03613
C -0.53914 -1.12109 0.63699
O -1.45605 -0.48237 1.53520
H 0.09286 0.51277 -0.74415
H 1.23792 -0.71709 -0.65515
H 1.08176 0.35308 0.69127
H -0.00916 -1.87131 1.22384
H -1.13247 -1.59893 -0.14258
C -0.42128 -4.47266 -1.92899
C 0.26485 -3.69519 -3.01619
C 1.15810 -2.55010 -2.65441
O 2.33937 -2.85469 -3.29084
C 2.37038 -4.08371 -3.69689
O 3.36643 -4.71430 -4.01243
O 1.12371 -4.62492 -3.61590
H 0.33466 -4.81206 -1.22084
H -0.92800 -5.36234 -2.30288
H -1.09057 -3.87929 -1.30604
H -0.45200 -3.38475 -3.77636
H 1.17275 -2.49937 -1.56569
H 0.68143 -1.61015 -2.93258
C 5.37858 0.88189 5.22768
C 4.27790 1.43449 4.26368
C 3.97400 0.68283 2.94114
O 2.53147 0.43542 2.95937
C 2.06151 0.88488 4.09974
O 0.87338 0.74039 4.41118
O 3.00387 1.42102 4.89011
H 6.29288 1.19923 4.72622
H 5.41872 -0.20273 5.32819
H 5.32037 1.40968 6.17959
H 4.42110 2.47809 3.98351
H 4.49279 -0.27514 2.97632
H 4.25385 1.27320 2.06864
C -4.46353 -3.63498 0.92111
C -4.51837 -2.13454 0.56568
C -4.15993 -1.72031 -0.87014
O -5.35028 -1.01904 -1.22433
C -6.35528 -1.26220 -0.24045
O -7.57437 -1.07776 -0.40739
O -5.88942 -2.00021 0.68687
H -5.18552 -4.12512 0.26798
H -4.65581 -3.90933 1.95835
H -3.46474 -4.04858 0.78160
H -3.90665 -1.55647 1.25830
H -4.12546 -2.59393 -1.52106
H -3.28346 -1.07930 -0.96508
C -3.57358 1.57098 -0.48232
C -4.00912 3.04481 -0.38483
C -5.59050 3.01711 -0.64462
C -6.27290 4.28998 -0.14279
C -5.88459 4.75431 1.23566
C -4.40521 4.70213 1.59360
N -3.73308 3.52052 1.00042
O -2.35604 3.43367 1.33903
C -3.80150 6.04476 1.12328
C -4.37960 4.65483 3.11810
C -3.25881 3.88947 -1.39096
H -2.49299 1.47617 -0.37547
H -3.89880 1.29555 -1.48556
H -3.99239 0.97291 0.32700
H -5.77321 3.03070 -1.71911
H -6.10901 2.17811 -0.18058
H -7.35816 4.33224 -0.23519
H -5.95154 5.05708 -0.84733
H -6.57207 4.31736 1.95991
H -6.20917 5.79029 1.13828
H -4.16191 6.89103 1.70812
H -2.72779 5.96633 1.29390
H -3.83788 6.38953 0.08988
H -5.02009 5.45035 3.49889
H -4.63716 3.64775 3.44605
H -3.37299 4.87969 3.47062
H -2.18959 4.03183 -1.23414
H -3.66187 4.89799 -1.48324
H -3.37673 3.38410 -2.34950
H -2.11353 4.25207 0.89969
C 3.05913 -5.39444 6.02940
C 2.18299 -4.67307 4.90525
C 3.04578 -3.50470 4.42937
C 2.61552 -2.86768 3.11355
C 2.31812 -3.83980 2.00923
C 1.47710 -5.05867 2.49283
N 1.99539 -5.57679 3.77462
O 1.50152 -6.78440 4.08413
C -0.03160 -4.84376 2.58045
C 1.84656 -6.09269 1.40735
C 0.85656 -4.12598 5.51572
H 3.09535 -4.76106 6.91575
H 4.11087 -5.57098 5.80410
H 2.64102 -6.39071 6.17338
H 3.05259 -2.77091 5.23535
H 4.05575 -3.84392 4.19919
H 3.44263 -2.26317 2.74131
H 1.72738 -2.25167 3.25446
H 3.16402 -4.06712 1.36048
H 1.74299 -3.17238 1.36746
H -0.26776 -3.83890 2.93060
H -0.47989 -5.07166 1.61340
H -0.53089 -5.55372 3.23982
H 1.26546 -6.96424 1.70873
H 1.63518 -5.82537 0.37199
H 2.91601 -6.27768 1.50813
H 0.41325 -3.28354 4.98480
H 0.99181 -3.78853 6.54331
H 0.11169 -4.92017 5.56601
H 2.31184 -7.23947 3.84353
C 2.67463 5.23982 -5.08526
C 1.91202 4.06000 -5.66322
C 2.68817 3.37526 -6.91187
C 3.82785 2.42304 -6.51028
C 3.61394 1.40133 -5.40397
C 2.88625 2.05669 -4.18425
N 1.78556 2.97042 -4.63917
O 0.94773 3.33517 -3.56566
C 2.36222 0.89712 -3.35789
C 4.00897 2.71708 -3.34487
C 0.54829 4.38305 -6.09642
H 3.70841 4.95191 -4.89420
H 2.72680 6.13196 -5.70933
H 2.38552 5.43898 -4.05334
H 2.05832 2.66475 -7.44719
H 3.05533 4.18526 -7.54210
H 4.03974 1.87465 -7.42814
H 4.68382 3.08485 -6.37835
H 4.59256 1.02772 -5.10263
H 3.09068 0.50748 -5.74358
H 1.37077 0.57651 -3.67778
H 2.11735 1.23581 -2.35120
H 3.02463 0.03728 -3.45787
H 4.70423 3.36783 -3.87519
H 4.63426 2.01204 -2.79712
H 3.41840 3.24074 -2.59314
H -0.00550 3.53916 -6.50784
H -0.18597 4.70788 -5.35922
H 0.58370 5.24526 -6.76233
H 0.17048 2.80169 -3.74701

6
Properties=species:S:1:pos:R:3 method="wB97M-V/def2-TZVPD" total_charge=+1 e_tot_ha=-461.0203
F -0.27800 -0.90212 -0.00535
O 0.07939 0.86139 -0.12087
Tl 1.36377 0.88010 -1.90250
O -1.82108 0.58057 -0.27643
C -1.73358 -0.59312 -0.19701
H -2.29021 -1.36545 0.34210

38
Properties=species:S:1:pos:R:3 method="wB97M-V/def2-TZVPD" de_lowest_kj_mol=0.0 total_charge=+1
C -1.69999 -1.64934 -0.66428
N -3.08887 -1.92697 -0.11405
C -3.86609 -2.72292 -1.08231
N -5.24230 -3.11012 -0.60961
C -5.99963 -2.03506 0.10449
C -6.39421 -0.78526 -0.81362
O -7.31933 -0.79075 -1.63570
H -0.88825 -2.18570 -0.08090
H -1.49137 -0.52780 -0.53668
H -1.62188 -1.84903 -1.78265
H -3.48125 -0.97892 0.01058
H -3.28559 -3.70535 -1.22689
H -3.91503 -2.23157 -2.11101
H -5.76584 -3.44265 -1.44677
H -5.16760 -3.93070 0.01924
H -6.99179 -2.45293 0.50844
H -5.44847 -1.64664 1.03023
H -5.83023 0.21108 -0.68711
C 1.14288 2.06996 0.64722
C 1.36774 0.58638 0.75865
O 0.85106 -0.19324 -0.02424
C 2.25468 0.10195 1.87292
H 0.48433 2.27346 -0.19991
H 0.66871 2.44321 1.55727
H 2.09536 2.57785 0.48097
H 1.82966 0.38805 2.83714
H 3.25571 0.52400 1.76012
H 2.32620 -0.98684 1.83074
C 6.85526 3.53170 0.48190
C 5.65442 2.63329 0.35633
O 4.72735 2.70377 1.14195
C 5.64464 1.64405 -0.77896
H 6.72550 4.19096 1.34205
H 7.75448 2.93120 0.63347
H 6.95696 4.14393 -0.41649
H 6.49018 0.95999 -0.68320
H 5.69274 2.17275 -1.73306
H 4.71986 1.06423 -0.74625

17
Properties=species:S:1:pos:R:3 method="wB97M-V/def2-TZVPD" de_lowest_kj_mol=246.3
C 2.60294 0.48872 0.33552
C -2.75069 -1.61958 0.46844
C 1.90823 1.41514 -0.68678
C -1.81769 -0.46662 -0.07455
O -0.63524 -0.46394 0.60223
P -2.33851 0.72856 -1.16797
H 3.45220 1.11113 0.93818
H 3.07105 -0.26211 -0.17313
H 1.80914 0.12625 1.06543
H -2.01013 -2.24906 0.96148
H -3.40445 -2.26832 -0.19384
H -3.49020 -1.36639 1.22194
H 1.57422 2.27111 -0.18440
H 1.11636 0.88737 -1.15825
H -0.49642 -1.41989 0.89645
H 2.51738 1.65167 -1.55008
H -1.10817 1.43596 -1.30068

98
Properties=species:S:1:pos:R:3 method="wB97M-V/def2-TZVPD" de_lowest_kj_mol=0.0 s2=0.78 total_charge=-2 multiplicity=2
Ni -0.11233 0.31178 -0.04884
C 4.18948 -0.76711 0.79849
C 3.08616 -0.19290 0.16888
N 1.89429 -0.08870 0.73165
C 1.73567 -0.57296 1.99399
C 2.80039 -1.16324 2.72326
C 4.05227 -1.25923 2.07802
C 2.57261 -1.61239 4.03871
C 1.32183 -1.49132 4.60103
C 0.26713 -0.90773 3.90194
C 0.44515 -0.41802 2.60659
N -0.48654 0.26014 1.87059
C -0.98356 1.46140 2.32205
C -1.75753 1.67750 3.45927
C -2.06507 2.97461 3.87129
C -1.58714 4.08029 3.20270
C -0.82261 3.91832 2.02980
C -0.26623 4.98446 1.29347
C 0.48747 4.70118 0.17292
C 0.63828 3.37965 -0.23589
N 0.10804 2.35236 0.41017
C -0.57991 2.60459 1.55476
H 5.13835 -0.82733 0.27816
H 3.15935 0.16814 -0.85153
H 4.88351 -1.73064 2.59105
H 3.39093 -2.05403 4.59580
H 1.15260 -1.85336 5.60953
H -0.70644 -0.83400 4.36484
H -2.14027 0.83258 4.01540
H -2.66894 3.11624 4.76176
H -1.80675 5.07905 3.56200
H -0.44797 6.00936 1.59481
H 0.93114 5.49773 -0.41204
H 1.20247 3.13452 -1.12817
C -6.89298 5.86480 -3.49693
C -5.84432 4.83794 -3.14858
C -5.00133 5.02821 -2.06356
C -4.06451 4.06681 -1.69096
C -3.17614 4.35458 -0.51459
C -3.93941 2.85978 -2.39733
Te -2.15128 1.33393 -1.82631
N -0.70629 -0.26485 -1.79539
C -0.37191 -0.89265 -2.89298
O -0.97393 -0.81361 -3.99593
C 0.88292 -1.75661 -2.84021
C 1.64325 -1.75516 -4.00925
C 2.85204 -2.42188 -4.09975
C 3.32558 -3.11581 -2.99635
C 2.57141 -3.13222 -1.83515
C 1.34831 -2.46908 -1.72341
C -3.67925 -0.14641 -1.61368
C -3.72715 -1.17655 -2.54690
C -4.64928 -2.20573 -2.43334
C -5.52536 -2.22719 -1.35942
C -5.47305 -1.21127 -0.41863
C -4.56770 -0.15987 -0.53160
C -4.55356 0.92928 0.49895
C -4.75030 2.71050 -3.53219
C -4.61299 1.48383 -4.39706
C -5.69233 3.67433 -3.88803
H -6.85147 6.69968 -2.79612
H -7.89481 5.43016 -3.44877
H -6.75016 6.25586 -4.50749
H -5.08327 5.94750 -1.48664
H -3.53889 5.20805 0.06377
H -2.16278 4.57826 -0.85156
H -3.10914 3.49018 0.14426
H 1.25014 -1.19664 -4.84908
H 3.42564 -2.38500 -5.02032
H 4.27844 -3.63314 -3.04407
H 2.95688 -3.66409 -0.97155
H 1.41422 -2.62839 0.36728
H -3.01277 -1.17594 -3.36200
H -4.68643 -2.98709 -3.18420
H -6.24156 -3.03476 -1.24911
H -6.15080 -1.23817 0.42900
H -5.15358 0.65988 1.37039
H -4.94755 1.85429 0.07252
H -3.52971 1.12024 0.82295
H -3.60787 1.07442 -4.29684
H -4.80047 1.71877 -5.44807
H -5.31937 0.70963 -4.08734
H -6.32279 3.51135 -4.76092
C -0.66638 -4.45839 -1.41649
C -0.42448 -3.61750 -0.16071
C 0.06707 -4.54477 0.96040
C -1.73831 -2.96726 0.28135
C 0.64129 -2.50692 -0.39611
H -1.38279 -5.25851 -1.21280
H 0.26260 -4.91319 -1.76312
H -1.06083 -3.83692 -2.21977
H -0.67888 -5.31186 1.18871
H 0.25939 -3.97548 1.87300
H 0.99092 -5.05018 0.66730
H -2.47498 -3.72699 0.55953
H -2.15193 -2.36331 -0.52636
H -1.57056 -2.31682 1.14263
H 0.18387 -1.48316 -0.24114

98
Properties=species:S:1:pos:R:3 method="wB97M-V/def2-TZVPD" de_lowest_kj_mol=0.0 s2=6.01 total_charge=-1 multiplicity=5
Cr 0.35938 1.01539 -4.22883
N -2.57217 -0.90307 -2.45782
H -2.97199 -0.28264 -3.20409
H -3.16403 -1.01879 -1.63462
H -1.66263 -0.51099 -2.13069
H -2.29370 -1.79110 -2.87509
C -2.37710 -2.77457 -0.32874
C -3.43259 -3.60882 0.46580
C -2.80220 -4.03247 1.79262
O -4.60040 -2.93313 0.64422
H -2.21776 -1.75843 0.05799
H -2.76463 -2.57810 -1.33816
H -1.38668 -3.23203 -0.45701
H -3.55986 -4.55576 -0.10062
H -2.39624 -3.11741 2.25016
H -1.94275 -4.69187 1.61425
H -3.50868 -4.41775 2.52556
C -0.21038 1.39938 -0.13913
C 0.37837 0.57416 -1.26013
C 0.65209 -0.80824 -0.74325
O -0.47977 0.58375 -2.39860
H -0.37743 2.44415 -0.40478
H 0.59731 1.28849 0.59544
H -1.06689 0.99624 0.40236
H 1.24906 1.11215 -1.64847
H 1.33704 -0.82896 0.10771
H 1.17781 -1.31950 -1.55811
H -0.19853 -1.43049 -0.45745
B -2.32348 0.92208 -5.30809
F -1.68737 1.98905 -4.64642
F -2.75520 1.20735 -6.58963
F -1.37715 -0.14330 -5.32388
F -3.39845 0.49366 -4.52531
B 2.39362 -0.86148 -4.38722
F 2.56248 -1.85358 -3.43350
F 1.04954 -1.03850 -4.85898
F 2.36336 0.39800 -3.73760
F 3.33730 -0.96887 -5.38200
C 0.68905 -3.48170 1.80130
C 1.84249 -3.98100 2.64631
O 2.98109 -3.93158 1.77612
C 4.24581 -3.93771 2.20611
O 5.13755 -3.60253 1.46993
O 4.34602 -4.57854 3.36184
C 5.63978 -4.94705 3.82321
H -0.14340 -3.36480 2.50402
H 0.36048 -4.03443 0.92543
H 0.88940 -2.46352 1.46587
H 1.63494 -4.99916 2.98185
H 1.91895 -3.34964 3.53199
H 6.16568 -4.08654 4.23596
H 6.27702 -5.27239 2.99933
H 5.65493 -5.75420 4.54847
C -1.77927 4.69762 -2.04048
C -0.82251 5.07247 -3.17016
O 0.55236 4.95003 -2.70971
C 1.28428 3.94246 -3.11749
O 0.90454 3.06615 -3.87462
O 2.46617 4.06325 -2.55548
C 3.31887 2.95308 -2.38796
H -1.91993 3.61909 -2.02898
H -2.75437 5.17125 -2.16159
H -1.41650 5.08480 -1.08822
H -0.94501 6.08232 -3.55044
H -0.86945 4.35902 -3.99329
H 3.01605 2.25556 -1.60548
H 4.36505 3.21583 -2.25533
H 3.36225 2.29309 -3.25892
C -1.71098 -0.01532 2.81884
C -3.10925 -0.25087 2.21222
O -4.05284 0.64450 2.78099
C -5.32991 0.40791 2.50885
O -5.70824 -0.37325 1.68761
O -6.06904 1.03745 3.44334
C -7.45778 0.80471 3.54318
H -1.45882 1.00081 3.11466
H -0.97551 -0.32664 2.07879
H -1.71889 -0.69623 3.67340
H -3.41594 -1.28456 2.34679
H -2.97261 0.08315 1.17829
H -7.88056 0.01068 2.92721
H -7.90887 1.77855 3.35143
H -7.66441 0.45538 4.55830
C 4.59806 0.09747 0.45529
C 4.11930 0.80370 1.70259
O 3.18794 1.84135 1.31400
C 3.16520 2.96310 2.03263
O 3.81258 3.22115 3.01691
O 2.17604 3.66861 1.53552
C 1.91922 5.02497 1.75219
H 5.25127 0.74607 -0.13080
H 3.77247 -0.26152 -0.15566
H 5.17259 -0.77068 0.78507
H 4.81538 1.11245 2.48002
H 3.52587 0.06703 2.26041
H 1.13399 5.33773 1.06745
H 2.81467 5.60420 1.50306
H 1.63746 5.26289 2.77988